# 1
131
Properties=species:S:1:pos:R:3:mulliken_charge:R:1 method="wB97M-V/def2-TZVPD" e_homo_ev=-7.1 orbital_gap_ev=7.3 total_charge=0 e_above_lowest_kcal_mol=0.0 lumo_ha=0.0071
Y 0.348 0.190 0.098 -1.51
C -0.206 3.993 -1.539 0.39
C 0.934 3.596 -2.482 -1.11
C 1.578 2.225 -2.227 -1.33
N 0.613 1.144 -2.021 1.59
C -0.145 0.762 -3.038 1.29
C 0.130 1.134 -4.373 -0.55
C -0.569 0.977 -5.559 -0.57
C -1.832 0.466 -5.792 -0.78
C -2.657 -0.080 -4.817 -0.78
C -2.406 -0.342 -3.488 -0.78
C -1.253 -0.165 -2.674 -0.16
N -1.133 -0.721 -1.489 2.11
C -2.067 -1.758 -1.080 -2.07
C -3.116 -1.283 -0.076 -0.21
C -2.498 -1.023 1.297 -1.88
N -1.654 0.163 1.331 1.08
C -2.181 1.305 1.741 0.56
C -3.564 1.474 1.988 -1.04
C -4.277 2.451 2.663 -0.33
C -3.832 3.578 3.325 -0.91
C -2.521 4.031 3.317 -0.59
C -1.427 3.566 2.616 -0.91
C -1.237 2.455 1.757 0.75
N -0.168 2.294 0.999 2.74
C 0.746 3.415 0.795 1.02
C 0.193 4.484 -0.148 -0.94
H -0.911 3.167 -1.433 -0.88
H -0.764 4.803 -2.019 0.56
H 1.730 4.347 -2.438 0.52
H 0.547 3.622 -3.504 0.42
H 2.205 2.274 -1.341 -0.09
H 2.275 1.994 -3.042 0.50
H 1.079 1.638 -4.496 0.31
H -0.050 1.356 -6.433 0.37
H -2.214 0.513 -6.803 0.36
H -3.655 -0.353 -5.145 0.41
H -3.255 -0.755 -2.960 0.37
H -1.478 -2.552 -0.601 0.22
H -2.552 -2.221 -1.941 0.84
H -3.876 -2.063 0.025 0.64
H -3.608 -0.379 -0.450 0.01
H -1.874 -1.890 1.544 0.41
H -3.270 -0.982 2.070 0.62
H -4.183 0.673 1.608 0.51
H -5.348 2.274 2.703 0.39
H -4.561 4.162 3.872 0.35
H -2.327 4.921 3.907 0.44
H -0.557 4.201 2.704 0.45
H 1.671 3.006 0.399 -0.89
H 1.029 3.889 1.740 -1.30
H 0.944 5.277 -0.234 0.55
H -0.687 4.933 0.320 0.40
C -0.680 -4.276 -3.308 -1.40
C 0.416 -3.217 -3.385 -0.15
As 1.378 -2.897 -1.684 0.84
C 3.111 -2.443 -2.501 -1.25
C 3.125 -1.025 -3.062 -0.58
C 1.722 -4.776 -1.189 -0.72
C 2.505 -5.605 -2.200 -1.42
H -1.226 -4.336 -4.251 0.42
H -1.405 -4.054 -2.524 0.17
H -0.271 -5.266 -3.104 0.36
H -0.012 -2.258 -3.685 -0.12
H 1.148 -3.488 -4.150 0.70
H 3.315 -3.170 -3.289 0.56
H 3.880 -2.563 -1.735 0.41
H 2.325 -0.875 -3.792 0.12
H 4.074 -0.813 -3.559 0.58
H 2.996 -0.285 -2.271 -0.24
H 0.741 -5.219 -1.004 0.54
H 2.235 -4.750 -0.229 0.30
H 2.052 -5.574 -3.192 0.26
H 2.550 -6.652 -1.892 0.42
H 3.531 -5.249 -2.296 0.31
S -4.622 2.918 -3.808 -0.16
C -5.475 2.561 -2.368 -0.39
C -4.594 2.348 -1.358 -0.51
N -3.268 2.455 -1.694 0.25
C -3.146 2.752 -2.950 -0.20
H -6.552 2.538 -2.334 0.47
H -4.858 2.120 -0.335 0.24
H -2.195 2.874 -3.451 0.21
F 2.075 0.795 3.761 -0.39
C 2.159 2.127 3.897 0.72
C 3.109 2.831 3.178 -0.37
C 3.174 4.193 3.413 0.51
F 4.074 4.953 2.777 -0.40
C 2.320 4.834 4.293 0.41
F 2.397 6.151 4.484 -0.35
C 1.375 4.095 4.985 0.78
F 0.545 4.700 5.829 -0.40
C 1.294 2.727 4.792 0.02
F 0.398 2.008 5.468 -0.42
Ge 4.276 1.810 1.954 0.19
S 3.185 0.687 0.485 -0.48
C 5.469 3.041 0.975 -0.88
C 4.917 4.031 0.181 0.19
F 3.588 4.218 0.180 0.11
C 5.669 4.866 -0.622 -0.26
F 5.088 5.806 -1.367 -0.30
C 7.044 4.714 -0.647 0.68
F 7.790 5.502 -1.415 -0.31
C 7.638 3.735 0.127 -0.02
F 8.962 3.580 0.100 -0.30
C 6.847 2.917 0.917 0.79
F 7.486 1.971 1.621 -0.31
C 5.403 0.864 3.282 0.10
C 6.023 1.644 4.246 0.45
F 5.916 2.981 4.179 -0.37
C 6.774 1.119 5.280 0.19
F 7.353 1.909 6.182 -0.30
C 6.923 -0.255 5.367 0.72
F 7.640 -0.787 6.352 -0.31
C 6.328 -1.068 4.422 0.05
F 6.473 -2.394 4.497 -0.31
C 5.586 -0.498 3.401 -0.48
F 5.055 -1.340 2.507 -0.29
N 2.970 -2.559 0.885 1.16
C 2.086 -2.550 1.931 -0.37
C 2.214 -3.499 2.960 -0.97
C 1.345 -3.468 4.021 -0.65
C 0.360 -2.483 4.057 -1.36
C 0.285 -1.612 2.997 -0.63
N 1.097 -1.642 1.920 1.10
H 3.805 -3.093 1.072 0.39
H 3.190 -1.625 0.541 -0.96
H 3.017 -4.222 2.912 0.48
H 1.441 -4.187 4.824 0.45
H -0.328 -2.391 4.884 0.54
H -0.460 -0.828 2.992 0.55



# 2
16
Properties=species:S:1:pos:R:3:mulliken_charge:R:1 method="wB97M-V/def2-TZVPD" e_homo_ev=-4.8 orbital_gap_ev=8.1 total_charge=-1 e_above_lowest_kcal_mol=36.5 lumo_ha=0.1202
C -1.109 -0.328 1.052 -0.09
C 0.238 -0.806 0.615 0.54
C 1.661 0.341 2.173 0.62
C -0.548 0.419 -2.407 -0.59
C 0.615 -0.791 -0.703 0.06
N -2.005 0.153 0.337 -0.54
O 2.248 0.041 3.168 -0.67
O 1.065 -0.982 1.651 -0.47
O 1.424 1.348 1.527 -0.62
O -0.188 -0.803 -1.838 -0.36
Br 2.444 -1.235 -1.029 -0.22
H -1.076 -0.238 2.121 0.38
H -1.707 0.414 -2.505 0.21
H -0.050 0.586 -3.403 0.28
H -0.216 1.370 -1.783 0.25
H -2.796 0.513 1.024 0.23



# 3
40
Properties=species:S:1:pos:R:3:mulliken_charge:R:1 method="wB97M-V/def2-TZVPD" e_homo_ev="-15.5 / -15.5" orbital_gap_ev="5.1 / 4.5" total_charge=+2 lumo_ha="-0.3807 / -0.4038"
Y -0.972 1.867 2.102 0.47
Cl -2.660 0.315 2.798 -0.40
P -0.219 0.444 0.467 0.48
C 1.574 0.086 0.569 0.86
C 2.474 0.460 -0.436 -0.55
C 3.833 0.169 -0.303 -0.71
C 4.299 -0.499 0.828 -0.51
C 3.403 -0.875 1.832 -0.80
C 2.048 -0.580 1.711 -0.58
C -1.004 -1.203 0.484 0.76
C -2.379 -1.268 0.220 -0.29
C -3.030 -2.497 0.197 -0.81
C -2.317 -3.671 0.453 -0.41
C -0.951 -3.610 0.731 -0.59
C -0.294 -2.380 0.745 -0.31
C -0.433 1.004 -1.262 0.89
C -1.128 2.197 -1.508 -0.35
C -1.266 2.678 -2.808 -0.73
C -0.725 1.965 -3.880 -0.55
C -0.043 0.772 -3.645 -0.78
C 0.107 0.294 -2.342 -0.26
H -2.932 -0.347 0.054 0.44
H -4.097 -2.540 -0.004 0.44
H -2.828 -4.629 0.448 0.45
H -0.397 -4.520 0.943 0.47
H 0.768 -2.332 0.968 0.54
H 2.116 0.979 -1.320 0.51
H 4.525 0.466 -1.086 0.44
H 5.357 -0.724 0.930 0.43
H 3.763 -1.393 2.717 0.42
H 1.346 -0.861 2.492 0.51
H -1.565 2.738 -0.674 0.09
H -1.804 3.605 -2.985 0.43
H -0.843 2.335 -4.895 0.43
H 0.373 0.209 -4.475 0.44
H 0.640 -0.635 -2.164 0.54
H 0.486 2.339 2.292 0.23
H -0.611 3.049 1.175 0.21
O -2.562 3.567 4.737 0.05
C -2.052 3.022 3.892 0.12



# 4
64
Properties=species:S:1:pos:R:3:mulliken_charge:R:1 method="wB97M-V/def2-TZVPD" e_homo_ev=-7.5 orbital_gap_ev=7.7 total_charge=0 lumo_ha=0.0064
C 1.790 0.712 2.914 -1.08
C 1.973 1.266 1.662 -0.14
C 3.051 0.705 0.753 -0.49
Si 2.640 0.680 -1.089 0.13
C 4.168 -0.130 -1.956 -0.34
O 5.361 0.363 -1.302 -0.13
N 6.020 -0.691 -0.690 0.15
O 6.810 -0.286 0.079 -0.37
C 2.448 2.401 -1.873 -0.62
B 2.611 3.613 -0.873 0.31
O 1.650 4.645 -0.928 -0.60
O 3.633 3.726 0.054 -0.56
C 1.181 -0.450 -1.509 -0.76
C -0.120 -0.043 -0.848 0.44
C -0.716 1.182 -0.957 -0.58
C -1.931 1.430 -0.336 -0.45
C -2.592 0.491 0.405 -0.01
C -1.968 -0.813 0.534 0.73
C -2.707 -1.887 1.320 -1.44
C -0.778 -1.017 -0.093 -0.76
H 2.117 1.229 3.822 0.25
H 1.354 -0.285 3.033 0.25
H 1.357 2.124 1.355 0.24
H 4.026 1.174 0.923 0.55
H 3.191 -0.353 1.053 0.57
H 4.057 -1.221 -1.854 0.06
H 4.168 0.119 -3.024 0.38
H 3.239 2.515 -2.634 0.44
H 1.511 2.518 -2.426 0.39
H 0.891 4.419 -0.376 0.32
H 3.282 3.579 0.943 0.33
H 1.027 -0.397 -2.598 0.62
H 1.453 -1.477 -1.260 0.26
H -0.256 1.964 -1.553 0.32
H -2.393 2.408 -0.456 0.48
H -3.553 0.724 0.856 0.04
H -3.777 -1.850 1.082 0.27
H -2.575 -1.730 2.391 0.37
H -2.377 -2.885 1.019 0.32
H -0.328 -2.007 -0.011 0.28
O -5.498 1.893 1.793 -0.61
H -5.437 2.350 2.639 0.29
H -6.023 2.487 1.244 0.31
O -3.335 3.815 1.533 -0.64
H -3.673 2.950 1.270 0.26
H -2.609 3.610 2.133 0.35
O 3.042 -3.000 -1.809 -0.60
H 2.745 -3.877 -2.089 0.24
H 3.774 -3.182 -1.207 0.28
O 2.252 -4.601 -4.318 -0.62
H 1.862 -3.796 -4.673 0.31
H 2.832 -4.914 -5.019 0.31
O -1.586 0.307 3.725 -0.64
H -1.998 0.235 2.855 0.32
H -2.199 -0.145 4.314 0.31
O -5.935 -1.241 0.769 -0.63
H -6.657 -1.499 0.187 0.30
H -5.592 -0.430 0.378 0.29
O -3.105 -3.827 3.743 -0.65
H -2.898 -4.633 3.260 0.31
H -4.066 -3.775 3.713 0.32
O -1.453 -2.075 -3.439 -0.66
H -1.390 -1.632 -2.584 0.36
H -1.988 -1.481 -3.974 0.31